Record 1
A cluster of 6 separate species, C22H45BBr10ClFO2P in total in a non-equilibrium geometry. Source: the Open Molecules 2025 dataset; level of theory: ωB97M-V/def2-TZVPD.

HOMO level (eV): -3.429
Max |F| (eV Å⁻¹): 2.63
Calculated total energy (a.u.): -27682.20882
Gap between HOMO and LUMO (eV): 5.3
LUMO (eV): 1.867
Charge: -1

Structure (XYZ):
```
83
Properties=species:S:1:pos:R:3:mulliken_charge:R:1
C 1.6634 3.2883 4.0476 -1.200
C 0.4074 2.7378 3.2651 -0.249
P 0.3459 0.8768 3.0305 0.542
C 0.0495 -0.0604 4.6447 -0.942
C -1.5202 -0.3772 4.7511 -0.459
B 1.8829 0.2550 2.0412 0.785
C 3.3615 0.5871 2.6894 -1.240
O 1.9162 -1.1504 1.5578 -0.823
C 1.8788 -1.2063 0.1208 -0.930
C 1.1039 0.1619 -0.2468 1.236
C -0.4714 -0.0108 -0.2419 1.364
C -0.9868 -1.2767 0.5093 -0.219
F -0.8434 -2.4630 -0.2815 -0.276
C 1.5805 0.8838 -1.5536 -1.301
C 1.2022 2.4011 -1.6137 0.593
C -0.2040 2.7016 -2.2441 -0.794
Cl 2.4331 3.2516 -2.7132 -0.256
O 1.7308 0.9846 0.7533 -0.615
H 1.6738 3.0474 5.1358 0.227
H 1.6108 4.4173 3.9885 0.406
H 2.6321 3.0252 3.5501 0.276
H -0.5147 3.1540 3.7331 0.354
H 0.4436 3.1867 2.2335 0.199
H 0.5394 -1.0696 4.5739 0.354
H 0.4453 0.4414 5.5612 0.491
H -1.6852 -1.4872 4.7312 0.287
H -2.0088 0.0115 3.8171 0.036
H -2.0143 0.1278 5.6152 0.013
H 3.2143 0.9955 3.7194 0.239
H 3.9973 -0.3311 2.6536 0.199
H 3.8700 1.3637 2.0567 0.190
H 2.9387 -0.9386 -0.1414 0.476
H 1.4914 -2.1512 -0.3324 -0.147
H -1.0898 0.8771 0.1099 -1.772
H -0.7552 -0.1438 -1.3261 0.335
H -2.0995 -1.1601 0.6463 0.114
H -0.5699 -1.4017 1.5344 0.136
H 1.1122 0.4005 -2.4597 0.392
H 2.6884 0.8096 -1.6925 0.517
H 1.2625 2.9349 -0.6419 0.089
H -0.2929 2.2573 -3.2720 0.158
H -0.2493 3.8151 -2.3990 0.439
H -1.0579 2.4411 -1.5781 -0.092
Br -2.8047 1.9040 0.9910 -0.093
C -4.4046 2.0887 -0.1097 -0.743
C -4.7840 0.7783 -0.7497 -0.589
Br -3.6252 0.3643 -2.2600 -0.142
H -4.2057 2.8774 -0.8319 0.397
H -5.1851 2.4187 0.5768 0.374
H -5.7886 0.8336 -1.1686 0.381
H -4.7258 -0.0646 -0.0646 0.344
Br 1.8352 -5.5875 -0.1078 -0.120
C 0.1632 -5.2345 -1.0433 -0.577
C -0.4508 -6.5050 -1.5706 -0.493
Br 0.4695 -7.1336 -3.1712 -0.177
H 0.3828 -4.5076 -1.8209 0.402
H -0.4867 -4.7762 -0.2989 0.222
H -1.4791 -6.3298 -1.8854 0.367
H -0.4287 -7.3214 -0.8528 0.404
Br -3.9040 2.2912 4.2426 -0.072
C -4.4384 2.5389 6.1033 -0.654
C -3.8770 3.8092 6.6877 -0.577
Br -1.9933 3.6188 7.1286 -0.139
H -4.1292 1.6455 6.6414 0.341
H -5.5274 2.5850 6.0776 0.339
H -4.3670 4.0431 7.6329 0.358
H -3.9618 4.6618 6.0181 0.356
Br -1.5241 5.3776 -6.4140 -0.138
C 0.0041 4.1796 -6.5852 -0.485
C 1.2837 4.8572 -6.1705 -0.541
Br 1.9162 6.0839 -7.5478 -0.163
H 0.0183 3.8293 -7.6142 0.402
H -0.2158 3.3429 -5.9223 0.230
H 2.0819 4.1258 -6.0519 0.321
H 1.1860 5.4325 -5.2535 0.368
Br 3.7822 -5.7496 -6.2302 -0.128
C 4.1226 -7.6642 -6.1112 -0.599
C 3.7324 -8.2092 -4.7614 -0.072
Br 5.0495 -7.7504 -3.4025 -0.110
H 5.1732 -7.8149 -6.3466 0.378
H 3.5104 -8.1104 -6.8950 0.337
H 3.7109 -9.2986 -4.7805 0.341
H 2.7727 -7.8370 -4.4105 -0.182
```


Record 2
A structure of composition C22H45BBrCl2N3O6P2 in a non-equilibrium geometry. Source: the Open Molecules 2025 dataset; level of theory: ωB97M-V/def2-TZVPD.

HOMO level (eV): -5.293
Max |F| (eV Å⁻¹): 9.09
Calculated total energy (a.u.): -5682.33995
Gap between HOMO and LUMO (eV): 3.8
LUMO (eV): -1.485

Structure (XYZ):
```
82
Properties=species:S:1:pos:R:3:mulliken_charge:R:1
C -2.6747 3.0185 3.2424 -1.011
C -2.7091 2.6848 1.6032 -0.758
C -2.2550 1.1044 1.2927 -0.157
C -1.2157 1.0026 -0.0205 0.781
C -2.1599 1.0625 -1.3182 -0.939
N -0.1409 -0.0471 0.1467 0.908
C -0.4457 -1.4640 -0.2588 0.647
C -1.5380 -2.1751 0.8007 -0.592
C -3.0993 -2.1092 0.4469 -0.378
O -3.6857 -3.3577 -0.1496 -0.388
C -4.8665 -2.8806 -0.9386 0.542
O -4.7401 -2.4213 -2.2142 -0.517
C -6.4011 -2.9234 -0.2812 -0.375
C -7.3356 -1.8164 -1.1111 -0.818
P -0.8594 -1.9984 -1.9851 0.359
O 0.3478 -2.6121 -2.8688 -0.726
C 0.8735 -2.4653 0.0811 -1.416
O 2.1458 -1.9215 -0.3475 -0.224
C 2.4878 -0.6357 0.2532 -0.343
C 3.9848 -0.1802 -0.2389 -0.483
C 5.1158 -1.4063 -0.1997 0.364
C 5.8602 -1.4568 -1.6983 -0.943
Cl 6.5308 -1.0204 0.9927 -0.180
P 2.7014 -0.9642 2.1547 0.489
O 4.0224 -0.1012 2.8610 -0.367
Br 3.3895 -3.1569 2.5034 -0.282
C 1.2978 0.4738 -0.0966 0.452
C 1.4942 1.2619 -1.5112 -0.409
C 1.4347 0.4311 -2.9035 -0.268
C 2.6434 -0.5334 -3.5408 -0.871
N 0.3370 0.5389 -3.7679 -0.616
B 1.7287 1.6444 1.0540 -0.712
O 0.9574 1.8467 2.3304 -0.471
N 2.8261 2.6651 0.8512 -0.154
C 3.6776 2.9523 2.0335 -0.648
C 2.0598 3.9742 0.5730 -0.942
H -2.8624 2.0632 3.8905 0.275
H -1.5586 3.3943 3.4383 0.189
H -3.3709 3.9276 3.4846 0.341
H -2.0105 3.4790 1.1151 0.216
H -3.7943 2.8752 1.1488 0.434
H -3.3006 0.5802 1.0488 0.073
H -1.7704 0.7319 2.2882 0.045
H -0.7969 2.1254 -0.0546 -0.253
H -1.5195 1.5316 -2.2124 0.209
H -2.7568 0.1336 -1.6466 0.084
H -2.9797 1.9061 -1.1011 0.403
H -0.1113 -0.1687 1.2186 0.673
H -1.3994 -1.7601 1.9121 0.357
H -1.2908 -3.3405 0.9194 0.439
H -3.6759 -2.0324 1.4937 0.289
H -3.5081 -1.2179 -0.1732 0.086
H -6.8304 -4.0056 -0.4079 0.319
H -6.4052 -2.6865 0.8746 0.294
H -7.4897 -2.2328 -2.2016 0.233
H -8.3751 -1.6339 -0.5567 0.310
H -6.6907 -0.8281 -1.1813 0.244
H -1.7757 -3.1483 -1.8857 0.138
H -1.5042 -1.0968 -2.8918 0.165
H 0.7428 -3.5062 -0.4952 0.396
H 0.8134 -2.8252 1.2176 0.303
H 4.0577 0.2510 -1.3228 0.226
H 4.4865 0.6662 0.4412 0.038
H 4.6618 -2.4669 -0.0452 0.231
H 6.9575 -1.8609 -1.4632 0.403
H 5.9901 -0.3731 -2.1376 0.231
H 5.3545 -2.2172 -2.4292 0.235
H 3.8855 -0.0856 3.8622 0.361
H 0.7188 2.1635 -1.6315 0.524
H 2.5561 1.8098 -1.5745 0.682
H 2.7408 -1.5560 -2.9725 0.065
H 3.6865 -0.0001 -3.4680 0.233
H 2.4628 -0.7955 -4.6846 0.446
H 0.4599 -0.0501 -4.6120 0.293
H 1.4542 1.4565 3.1070 0.282
H 3.3366 2.5496 3.0709 0.122
H 3.8977 4.1121 2.1664 0.339
H 4.7484 2.4662 1.8315 0.234
H 1.4556 4.3008 1.5446 0.373
H 1.2248 3.7737 -0.2527 0.163
H 2.7614 4.8664 0.2892 0.380
Cl -4.4657 1.7098 3.2685 -0.678
```


Record 3
A cluster of 3 separate species, C22H45F3NO9S in total in a non-equilibrium geometry. Source: the Open Molecules 2025 dataset; level of theory: ωB97M-V/def2-TZVPD.

HOMO level (spin up / spin down) (eV): -8.705 / -8.917
Max |F| (eV Å⁻¹): 3.15
Calculated total energy (a.u.): -2294.69793
Multiplicity: 2
Gap between HOMO and LUMO (spin up / spin down) (eV): 9.1 / 8.9
LUMO (spin up / spin down) (eV): 0.379 / -0.016

Structure (XYZ):
```
81
Properties=species:S:1:pos:R:3:mulliken_charge:R:1
C 1.8673 -2.4263 2.4608 -1.808
C 1.7275 -1.3011 1.3919 1.739
C 3.1308 -1.1015 0.7877 -1.845
C 0.7590 -1.8085 0.2934 -1.775
C -0.6576 -1.2142 0.2889 0.076
S -1.8227 -2.1602 1.3152 1.228
O -3.1240 -2.0262 0.6771 -0.652
O -1.4147 -3.5363 1.4949 -0.653
C -2.0519 -1.3502 2.9721 0.506
F -2.7640 -0.2504 2.8885 -0.211
F -2.7239 -2.2264 3.6947 -0.218
F -0.9150 -1.0892 3.5836 -0.184
C -0.7180 0.3048 0.5572 -2.189
C 0.4962 0.8925 1.3214 2.312
C 1.4041 1.6511 0.3350 -2.112
C -0.0487 1.9508 2.3340 -1.854
N 1.2216 -0.1162 2.1073 0.862
O 2.0527 0.3745 2.9393 -0.702
H 2.0199 -3.3830 1.9639 0.452
H 2.7628 -2.2143 3.0428 0.469
H 0.9885 -2.4898 3.0971 0.315
H 3.0966 -0.8523 -0.2746 0.387
H 3.7024 -0.3201 1.2854 0.364
H 3.7044 -2.0249 0.8658 0.450
H 0.6479 -2.8857 0.4131 0.434
H 1.1783 -1.6722 -0.7032 0.544
H -1.0695 -1.3771 -0.7056 0.560
H -1.6542 0.5982 1.0257 0.373
H -0.7255 0.7797 -0.4242 0.603
H 0.8569 2.5071 -0.0518 0.517
H 1.6410 1.0006 -0.5137 0.429
H 2.3348 1.9344 0.8206 0.403
H -0.9550 2.4047 1.9354 0.424
H 0.6885 2.7513 2.3902 0.366
H -0.2010 1.5198 3.3182 0.386
C -1.8089 -4.7678 -4.0889 -0.816
O -2.1531 -5.3016 -2.8288 -0.356
C -2.8512 -4.4350 -1.9498 0.053
C -4.2614 -4.8680 -1.5669 -0.304
O -5.2219 -5.0764 -2.5903 -0.477
C -5.0255 -6.0815 -3.5664 -0.167
C -5.0161 -7.5412 -3.1222 -0.471
O -4.0615 -7.8810 -2.1384 -0.332
C -4.5775 -8.2849 -0.8846 -0.785
H -0.7289 -4.6028 -4.1423 0.255
H -2.0760 -5.4881 -4.8670 0.255
H -2.3315 -3.8325 -4.3045 0.382
H -2.8711 -3.4112 -2.3390 0.254
H -2.2840 -4.4139 -1.0134 0.087
H -4.6641 -4.0471 -0.9680 0.410
H -4.2363 -5.7239 -0.8918 0.028
H -4.1564 -5.8498 -4.1830 -0.021
H -5.8852 -5.9857 -4.2368 0.420
H -4.7769 -8.1298 -4.0158 0.361
H -6.0222 -7.8361 -2.8059 0.354
H -5.6173 -7.9785 -0.7496 0.391
H -3.9799 -7.8168 -0.0994 0.228
H -4.4923 -9.3693 -0.7764 0.252
C 4.0784 6.3085 -2.2914 -0.817
O 4.2531 6.0069 -0.9219 -0.280
C 5.0927 6.8802 -0.1913 -0.483
C 4.4294 7.6522 0.9460 -0.168
O 3.3279 8.4950 0.6572 -0.461
C 2.1296 7.9542 0.1329 -0.198
C 1.3182 6.9981 1.0012 -0.541
O 2.0048 5.8509 1.4586 -0.213
C 2.1924 5.7549 2.8587 -0.905
H 4.6002 5.5695 -2.9050 0.250
H 3.0137 6.2557 -2.5342 0.230
H 4.4319 7.3095 -2.5480 0.393
H 5.6091 7.5753 -0.8604 0.381
H 5.8604 6.2568 0.2817 0.336
H 5.1997 8.3289 1.3272 0.418
H 4.1938 6.9920 1.7816 -0.026
H 2.3034 7.5372 -0.8595 0.007
H 1.4835 8.8217 -0.0310 0.407
H 0.4898 6.6478 0.3743 0.315
H 0.8747 7.5451 1.8395 0.411
H 2.0579 6.7135 3.3646 0.431
H 3.2126 5.4124 3.0450 0.281
H 1.5061 5.0131 3.2752 0.236
```